No. 1
Formula: C23H52N20O13S2
Source: the OMol25 dataset
Level of theory: ωB97M-V with the def2-TZVPD basis set

The calculation puts the HOMO energy at -0.3138 Ha. The orbital gap is 7.62 eV. As for the spin multiplicity: 1.

```
110
C23H52N20O13S2 (ωB97M-V with the def2-TZVPD basis set)
C -5.35 1.15 -0.24
C -5.07 2.09 1.05
O -3.86 1.74 1.77
C -4.12 1.40 3.14
C -3.27 0.10 3.61
C -2.95 -1.07 2.86
C -3.40 -1.39 1.37
C -2.43 -2.46 0.60
C -1.65 -1.64 -0.55
S -0.98 -2.77 -1.90
C -0.02 -1.56 -2.97
S -0.31 -1.36 -4.60
N 1.00 -0.75 -2.23
C 1.08 0.68 -2.05
C 2.34 0.75 -1.17
N 2.88 -0.59 -0.91
C 2.04 -1.52 -1.59
C -2.11 -1.93 3.91
O -1.59 -3.06 3.86
O -1.97 -1.21 5.16
C -2.68 0.02 5.08
O -2.85 0.90 5.95
H -4.39 0.75 -0.72
H -6.01 0.26 0.05
H -5.86 1.80 -1.05
H -6.01 2.17 1.68
H -4.89 3.15 0.62
H -3.76 2.28 3.80
H -5.20 1.16 3.39
H -4.48 -1.78 1.38
H -3.39 -0.45 0.72
H -1.74 -3.03 1.31
H -3.15 -3.23 0.14
H -0.77 -1.04 -0.12
H -2.37 -0.93 -1.10
H 0.38 1.47 -2.45
H 2.82 1.68 -0.75
H 2.13 -2.66 -1.61
N -2.48 5.22 2.03
C -2.95 5.55 0.80
N -2.21 6.47 0.14
O -3.97 5.05 0.33
H -1.65 5.62 2.43
H -3.00 4.54 2.55
H -2.53 6.74 -0.78
H -1.38 6.89 0.50
N 1.85 -0.62 -7.34
C 2.76 -1.49 -7.84
N 3.02 -1.34 -9.16
O 3.30 -2.35 -7.15
H 1.39 0.09 -7.88
H 1.63 -0.70 -6.36
H 3.69 -1.97 -9.57
H 2.58 -0.64 -9.74
N -2.09 9.25 -2.86
C -1.18 8.36 -3.35
N -0.89 8.51 -4.66
O -0.66 7.50 -2.65
H -2.52 9.96 -3.42
H -2.33 9.18 -1.89
H -0.22 7.87 -5.06
H -1.31 9.21 -5.25
N -0.75 2.81 6.50
C -0.41 4.10 6.77
N 0.62 4.24 7.64
O -0.99 5.05 6.27
H -0.29 2.02 6.90
H -1.51 2.66 5.86
H 0.90 5.18 7.87
H 1.10 3.47 8.07
N 5.82 -5.04 0.66
C 5.14 -3.88 0.57
N 4.88 -3.47 -0.70
O 4.78 -3.24 1.55
H 6.13 -5.58 -0.13
H 6.03 -5.37 1.59
H 4.36 -2.61 -0.80
H 5.16 -3.98 -1.52
N 1.06 -2.63 3.71
C 1.46 -1.35 3.49
N 2.73 -1.23 3.04
O 0.73 -0.39 3.68
H 1.64 -3.43 3.55
H 0.12 -2.76 4.04
H 3.07 -0.30 2.86
H 3.35 -2.01 2.88
N 3.74 2.57 -5.88
C 3.24 2.90 -7.10
N 3.96 3.83 -7.78
O 2.23 2.39 -7.55
H 4.58 2.97 -5.49
H 3.24 1.88 -5.35
H 3.62 4.11 -8.68
H 4.80 4.26 -7.42
N 7.03 -8.17 1.76
C 7.01 -8.34 0.41
N 7.57 -9.50 -0.02
O 6.53 -7.51 -0.35
H 7.42 -8.84 2.40
H 6.63 -7.33 2.12
H 7.58 -9.66 -1.02
H 7.97 -10.19 0.59
N -6.73 -5.08 2.73
C -6.39 -3.80 3.01
N -5.36 -3.66 3.88
O -6.96 -2.84 2.51
H -6.27 -5.88 3.13
H -7.48 -5.23 2.08
H -5.08 -2.72 4.12
H -4.88 -4.43 4.31
```

Here are the Löwdin charges for atoms 1 to 99, given in e: -0.080, -0.234, -0.179, -0.123, 0.028, 0.006, -0.098, -0.207, -0.444, 0.811, -0.990, 0.696, -0.211, -0.022, -0.101, 0.005, -0.119, -0.281, 0.060, 0.078, -0.280, 0.092, 0.063, 0.073, 0.087, 0.124, 0.096, 0.136, 0.143, 0.126, 0.080, 0.108, 0.115, 0.101, 0.084, 0.120, 0.092, 0.129, 0.167, -0.681, 0.158, 0.005, 0.100, 0.097, 0.086, 0.097, 0.150, -0.704, 0.145, 0.006, 0.081, 0.022, 0.102, 0.093, 0.150, -0.699, 0.149, 0.016, 0.096, 0.101, 0.108, 0.095, 0.160, -0.700, 0.142, 0.006, 0.101, 0.075, 0.103, 0.092, 0.157, -0.685, 0.164, 0.002, 0.060, 0.085, 0.059, 0.103, 0.164, -0.694, 0.169, 0.001, 0.102, 0.042, 0.105, 0.062, 0.160, -0.694, 0.147, 0.007, 0.096, 0.105, 0.105, 0.094, 0.162, -0.672, 0.155, 0.012, 0.100



No. 2
Formula: C4H10Si
Source: the OMol25 dataset
Level of theory: ωB97M-V with the def2-TZVPD basis set

The calculation puts the HOMO energy (alpha / beta) at -0.3493 / -0.2758 Ha. The orbital gap (alpha / beta) is 9.83 / 7.12 eV. As for the spin multiplicity: 1.

```
15
C4H10Si (ωB97M-V with the def2-TZVPD basis set)
C 0.20 0.05 0.81
C 0.04 -0.19 -0.43
C 0.18 1.00 1.89
C 0.60 -1.52 -0.97
Si -1.35 0.78 -1.26
H 2.16 -1.56 1.42
H 0.21 0.55 2.87
H 1.23 1.58 1.81
H -0.69 1.76 1.79
H -0.08 -2.35 -1.02
H 0.76 -1.51 -2.00
H 1.40 -1.87 -0.33
H -1.41 0.16 -2.62
H -0.66 2.06 -1.57
H -2.58 1.05 -0.39
```

Löwdin atomic charges, in units of e: -0.194, -0.475, -0.142, -0.134, 0.666, 0.108, 0.053, 0.132, 0.102, 0.064, 0.034, -0.014, -0.069, -0.078, -0.054



No. 3
Formula: C3H5IO3
Source: the OMol25 dataset
Level of theory: ωB97M-V with the def2-TZVPD basis set

The calculation puts the HOMO energy (alpha / beta) at -0.2774 / -0.3027 Ha. The orbital gap (alpha / beta) is 7.40 / 8.47 eV. As for the spin multiplicity: 1.

```
12
C3H5IO3 (ωB97M-V with the def2-TZVPD basis set)
C -0.09 -0.82 0.29
C 2.27 -1.03 0.45
C -1.97 1.10 -1.00
O -0.46 -1.28 1.34
O -1.44 2.22 -0.55
O 1.03 -0.50 -0.26
I -3.73 0.24 -0.24
H 2.23 -0.86 1.53
H 2.92 -0.34 -0.01
H 2.41 -2.12 0.14
H -1.99 1.14 -2.15
H -1.18 2.23 0.46
```

Löwdin atomic charges, in units of e: -0.349, 0.021, -0.797, 0.077, -0.147, -0.059, 0.746, 0.087, 0.063, 0.122, 0.063, 0.174



No. 4
Formula: C34H38BrEuN7O2
Source: the OMol25 dataset
Level of theory: ωB97M-V with the def2-TZVPD basis set

The calculation puts the HOMO energy (alpha / beta) at -0.3837 / -0.3837 Ha. The charge is +1. The orbital gap (alpha / beta) is 7.45 / 7.96 eV. As for the expectation value of S²: 12.040. As for the spin multiplicity: 7.

```
83
C34H38BrEuN7O2 (ωB97M-V with the def2-TZVPD basis set)
Eu 11.23 11.13 11.56
O 10.51 13.16 8.00
C 9.68 14.25 8.22
C 8.97 14.80 7.15
C 8.32 16.03 7.37
C 8.28 16.58 8.64
C 8.88 15.94 9.71
C 9.62 14.80 9.50
C 10.08 14.02 10.72
O 10.95 12.97 10.48
N 8.85 13.51 11.42
N 9.01 12.48 12.24
C 8.13 12.38 13.16
C 8.15 11.25 14.09
Br 8.85 9.61 13.38
C 7.66 11.21 15.32
C 7.13 12.37 16.07
C 6.06 12.19 16.98
C 5.44 13.24 17.55
C 5.97 14.55 17.41
C 7.07 14.74 16.65
C 7.65 13.66 15.92
H 10.89 12.88 8.87
H 9.01 14.32 6.17
H 7.80 16.59 6.59
H 7.81 17.57 8.74
H 8.83 16.43 10.66
H 10.52 14.72 11.43
H 8.22 14.22 11.73
H 7.37 13.16 13.28
H 7.63 10.26 15.84
H 5.69 11.19 17.10
H 4.63 13.08 18.23
H 5.47 15.37 17.94
H 7.55 15.73 16.65
H 8.58 13.88 15.39
N 12.76 10.33 7.23
C 13.99 10.85 7.57
C 13.92 11.16 8.87
N 12.67 10.79 9.37
C 11.98 10.36 8.34
C 10.59 10.07 8.42
N 10.01 9.89 9.57
C 8.68 9.81 9.34
C 8.45 10.02 8.00
N 9.68 10.19 7.43
H 12.56 9.80 6.40
H 14.82 10.92 6.92
H 14.61 11.59 9.52
H 7.91 9.70 10.09
H 7.53 9.91 7.47
H 9.92 10.38 6.49
C 12.82 6.49 12.83
C 13.47 7.84 12.55
C 14.63 8.01 11.82
C 15.13 9.29 11.58
C 16.33 9.44 10.69
C 14.48 10.42 12.15
C 13.33 10.24 12.92
C 12.85 8.95 13.07
N 12.49 11.38 13.30
C 12.72 12.02 14.55
C 11.52 13.04 14.74
C 12.61 11.07 15.78
C 14.05 12.74 14.55
H 13.57 5.85 13.34
H 12.47 6.13 11.87
H 11.97 6.61 13.45
H 15.08 7.18 11.32
H 16.09 9.12 9.65
H 17.14 8.76 10.99
H 16.76 10.40 10.57
H 14.86 11.44 11.96
H 11.90 8.80 13.58
H 10.58 12.51 14.73
H 11.52 13.77 13.95
H 11.60 13.58 15.66
H 11.62 10.63 15.95
H 12.77 11.63 16.67
H 13.36 10.26 15.78
H 13.98 13.62 13.90
H 14.81 12.01 14.21
H 14.36 13.14 15.54
```

Löwdin atomic charges, in units of e: 1.856, 0.006, -0.241, 0.001, -0.072, -0.102, -0.055, -0.110, -0.357, -0.384, 0.014, -0.073, -0.195, -0.626, 0.770, -0.102, -0.202, -0.046, -0.064, -0.075, -0.086, -0.029, 0.034, 0.117, 0.108, 0.115, 0.112, 0.137, 0.125, 0.142, 0.106, 0.111, 0.103, 0.115, 0.116, 0.106, 0.141, -0.055, -0.091, 0.051, -0.294, -0.318, 0.011, -0.121, -0.046, 0.150, 0.166, 0.120, 0.091, 0.100, 0.121, 0.161, -0.021, -0.255, -0.001, -0.246, -0.055, -0.025, -0.389, -0.074, -0.215, -0.639, -0.044, -0.041, -0.044, 0.098, 0.085, 0.052, 0.123, 0.088, 0.090, 0.058, 0.126, 0.084, 0.042, 0.067, 0.076, 0.081, 0.067, 0.088, 0.083, 0.079, 0.097



No. 5
Formula: C22H23NO3
Source: the OMol25 dataset
Level of theory: ωB97M-V with the def2-TZVPD basis set

The calculation puts the HOMO energy at -0.3103 Ha. The orbital gap is 8.97 eV. As for the spin multiplicity: 1.

```
49
C22H23NO3 (ωB97M-V with the def2-TZVPD basis set)
C 2.43 0.38 2.04
C 3.46 -0.21 1.08
C 3.53 -1.73 1.21
C 4.61 -2.30 0.30
C 4.38 -1.84 -1.14
C 4.28 -0.31 -1.17
N 3.23 0.22 -0.31
C 1.88 -0.01 -0.82
C 0.93 1.13 -0.53
C 1.35 2.46 -0.44
O 2.65 2.80 -0.53
C 0.42 3.49 -0.24
C -0.92 3.20 -0.12
C -1.37 1.88 -0.19
C -2.81 1.59 -0.06
O -3.64 2.46 0.13
C -3.13 0.15 -0.18
C -4.52 -0.30 -0.11
C -5.40 0.26 0.83
C -6.71 -0.17 0.89
C -7.17 -1.15 0.02
C -6.31 -1.69 -0.91
C -5.00 -1.27 -0.98
C -2.13 -0.73 -0.38
O -0.82 -0.44 -0.49
C -0.44 0.86 -0.40
H 2.38 1.47 1.94
H 2.72 0.15 3.06
H 1.44 -0.03 1.86
H 4.44 0.20 1.35
H 3.74 -1.99 2.25
H 2.56 -2.17 0.96
H 4.61 -3.39 0.35
H 5.59 -1.95 0.64
H 5.19 -2.16 -1.78
H 3.45 -2.27 -1.52
H 4.11 0.05 -2.19
H 5.23 0.12 -0.82
H 1.95 -0.11 -1.91
H 1.44 -0.94 -0.44
H 3.17 1.96 -0.52
H 0.79 4.50 -0.18
H -1.65 3.98 0.03
H -5.04 1.02 1.50
H -7.38 0.27 1.62
H -8.20 -1.47 0.07
H -6.67 -2.45 -1.60
H -4.34 -1.69 -1.73
H -2.30 -1.80 -0.46
```

Löwdin atomic charges, in units of e: -0.025, -0.349, -0.155, -0.196, -0.176, -0.182, -0.168, -0.098, -0.071, -0.273, 0.064, 0.010, 0.007, -0.069, -0.313, 0.078, -0.072, -0.178, -0.021, -0.075, -0.093, -0.087, -0.039, -0.020, 0.057, -0.139, 0.084, 0.085, 0.084, 0.151, 0.118, 0.114, 0.109, 0.114, 0.112, 0.112, 0.123, 0.127, 0.144, 0.120, 0.079, 0.119, 0.122, 0.113, 0.103, 0.099, 0.101, 0.110, 0.144



No. 6
Formula: C5H15N3
Source: the OMol25 dataset
Level of theory: ωB97M-V with the def2-TZVPD basis set

The calculation puts the HOMO energy at -0.3290 Ha. The orbital gap is 8.03 eV. As for the spin multiplicity: 1.

```
23
C5H15N3 (ωB97M-V with the def2-TZVPD basis set)
C -1.65 0.35 0.29
N -1.94 -1.08 0.04
C -2.68 -1.27 -1.21
C -0.26 0.47 1.04
C 0.30 1.90 1.08
N 0.62 -0.59 0.66
C 1.88 -0.36 0.35
N 3.32 0.34 -1.63
H -2.41 0.64 1.02
H -1.56 1.09 -0.52
H -0.99 -1.43 -0.10
H -3.05 -2.31 -1.16
H -3.63 -0.74 -1.17
H -2.19 -1.23 -2.18
H -0.52 0.34 2.10
H 1.21 1.97 1.68
H -0.46 2.61 1.37
H 0.64 2.23 0.09
H 2.11 0.67 0.66
H 2.52 -1.03 0.93
H 2.44 -0.12 -0.78
H 3.06 -0.29 -2.38
H 4.33 0.27 -1.51
```

Löwdin atomic charges, in units of e: -0.189, -0.113, -0.155, -0.390, -0.079, 0.040, -0.152, -0.038, 0.109, 0.114, 0.059, 0.070, 0.074, 0.074, 0.149, 0.072, 0.083, 0.085, 0.068, 0.122, 0.022, -0.017, -0.007



No. 7
Formula: C60H84ClI2N4O14S4
Source: the OMol25 dataset
Level of theory: ωB97M-V with the def2-TZVPD basis set

The calculation puts the HOMO energy at -0.3625 Ha. The charge is +1. The orbital gap is 6.42 eV. As for the spin multiplicity: 1.

```
169
C60H84ClI2N4O14S4 (ωB97M-V with the def2-TZVPD basis set)
C -0.38 1.21 2.52
C -0.86 2.62 2.06
I -2.93 2.62 1.37
C 0.08 3.38 1.08
I 2.20 2.99 1.45
C -0.15 3.12 -0.40
C -0.38 1.83 -0.80
C -0.61 1.48 -2.17
C -0.82 0.13 -2.52
C -0.99 -0.19 -3.84
C -1.16 -1.63 -4.31
C -1.18 -2.69 -3.14
C 0.16 -2.81 -2.36
S 1.59 -2.17 -3.31
C 2.99 -3.02 -2.57
S 2.95 -4.64 -2.36
N 4.17 -2.31 -2.18
C 4.50 -1.27 -3.11
C 4.85 0.04 -2.75
C 5.21 1.00 -3.71
C 5.24 0.70 -5.07
C 4.88 -0.61 -5.44
C 4.52 -1.56 -4.50
C 4.15 -1.86 -0.80
C 2.98 -1.43 -0.13
C 3.13 -1.01 1.20
C 4.36 -1.00 1.86
C 5.52 -1.41 1.18
C 5.38 -1.83 -0.14
C -1.00 0.88 -4.83
S -1.20 0.56 -6.58
C -0.82 2.22 -4.50
C -0.82 3.28 -5.60
C 0.45 3.27 -6.49
O 0.39 3.74 -7.59
Cl 1.99 2.59 -5.89
C -0.61 2.55 -3.11
C -0.37 3.85 -2.63
N -0.14 4.12 -1.35
C 0.15 5.52 -0.93
C 0.94 6.31 -2.02
C 1.98 7.27 -1.36
C 2.74 8.00 -2.52
S 3.92 6.92 -3.39
C 4.95 6.19 -2.14
N 5.50 6.70 -1.08
N 6.17 5.65 -0.50
C 6.03 4.59 -1.22
O 5.24 4.88 -2.31
H 0.32 0.71 1.83
H 0.14 1.28 3.49
H -1.25 0.54 2.68
H -0.89 3.24 2.97
H -0.03 4.45 1.33
H -0.41 1.00 -0.09
H -0.81 -0.61 -1.72
H -2.16 -1.68 -4.85
H -0.41 -1.85 -5.08
H -1.38 -3.68 -3.60
H -2.02 -2.53 -2.44
H 0.30 -3.87 -2.08
H 0.16 -2.26 -1.40
H 4.87 0.35 -1.70
H 5.46 2.01 -3.36
H 5.55 1.46 -5.79
H 4.90 -0.87 -6.50
H 4.27 -2.59 -4.79
H 2.01 -1.44 -0.64
H 2.26 -0.69 1.79
H 4.47 -0.69 2.90
H 6.52 -1.43 1.63
H 6.28 -2.14 -0.70
H -1.73 -0.68 -6.68
H -1.68 3.15 -6.28
H -0.91 4.29 -5.19
H -0.39 4.65 -3.38
H -0.80 6.03 -0.71
H 0.81 5.53 -0.04
H 0.22 6.93 -2.58
H 1.52 5.65 -2.69
H 2.74 6.70 -0.80
H 1.45 8.02 -0.74
H 3.22 8.91 -2.11
H 2.00 8.34 -3.25
H 6.44 3.61 -1.00
O 0.34 -1.98 3.94
C 0.25 -3.04 3.38
O 0.89 -3.22 2.21
C 0.96 -4.46 1.50
C -0.32 -4.72 0.72
C -0.63 -4.14 3.92
H 1.20 -5.28 2.18
H 1.79 -4.37 0.81
H -1.19 -4.79 1.37
H -0.24 -5.66 0.16
H -0.50 -3.91 0.02
H -1.67 -3.90 3.71
H -0.49 -4.19 4.99
H -0.40 -5.13 3.53
O -1.10 -5.74 6.03
C -2.12 -6.12 6.56
O -3.30 -5.78 6.02
C -4.57 -6.27 6.49
C -5.03 -5.52 7.72
C -2.09 -6.92 7.84
H -4.53 -7.35 6.64
H -5.27 -6.09 5.68
H -4.34 -5.63 8.55
H -6.01 -5.88 8.04
H -5.10 -4.45 7.51
H -1.88 -6.24 8.67
H -1.29 -7.65 7.77
H -3.00 -7.47 8.05
O -4.23 -2.37 -4.16
C -5.05 -2.15 -3.31
O -5.93 -3.10 -2.95
C -6.87 -2.97 -1.87
C -8.08 -2.17 -2.28
C -5.16 -0.77 -2.69
H -6.38 -2.57 -0.98
H -7.17 -3.99 -1.63
H -7.82 -1.15 -2.58
H -8.80 -2.12 -1.47
H -8.56 -2.64 -3.15
H -5.66 -0.11 -3.40
H -4.15 -0.41 -2.49
H -5.69 -0.75 -1.74
O -0.19 5.64 3.18
C 0.50 5.94 4.13
O 0.05 6.84 5.01
C 0.73 7.19 6.23
C 1.87 8.16 5.98
C 1.88 5.36 4.30
H 1.05 6.29 6.76
H -0.02 7.67 6.86
H 2.63 7.74 5.32
H 2.34 8.44 6.92
H 1.49 9.06 5.50
H 2.56 5.86 3.60
H 1.84 4.30 4.05
H 2.28 5.43 5.30
O 6.87 -0.23 4.62
C 6.08 -0.09 5.52
O 4.93 0.58 5.29
C 3.88 0.71 6.25
C 4.18 1.80 7.26
C 6.40 -0.57 6.91
H 3.66 -0.25 6.72
H 2.99 0.99 5.68
H 5.08 1.59 7.83
H 3.35 1.91 7.96
H 4.34 2.75 6.75
H 7.10 0.12 7.37
H 6.85 -1.56 6.83
H 5.52 -0.68 7.55
O -9.56 -5.24 -6.08
C -8.38 -5.16 -6.26
O -7.75 -3.99 -6.03
C -6.34 -3.81 -6.11
C -5.87 -3.65 -7.54
C -7.59 -6.33 -6.81
H -5.82 -4.60 -5.57
H -6.12 -2.89 -5.57
H -6.09 -4.54 -8.14
H -4.79 -3.48 -7.58
H -6.38 -2.81 -8.01
H -7.79 -6.41 -7.87
H -7.93 -7.23 -6.30
H -6.52 -6.26 -6.64
```

Here are the Löwdin charges for atoms 1 to 99, given in e: -0.199, -0.757, 0.868, -0.665, 0.991, -0.313, 0.011, -0.090, 0.024, -0.189, -0.210, -0.208, -0.478, 0.927, -1.043, 0.736, -0.097, -0.243, -0.014, -0.081, -0.095, -0.078, -0.049, -0.255, -0.010, -0.092, -0.066, -0.049, -0.026, -0.418, 0.910, -0.214, -0.141, -0.789, 0.058, 0.691, -0.057, 0.060, 0.022, -0.079, -0.188, -0.233, -0.460, 0.980, -0.682, 0.066, 0.039, -0.152, 0.001, 0.022, 0.080, 0.058, 0.056, 0.035, 0.119, 0.113, 0.100, 0.097, 0.122, 0.111, 0.042, 0.044, 0.110, 0.092, 0.105, 0.110, 0.116, 0.084, 0.085, 0.095, 0.112, 0.129, -0.101, 0.116, 0.118, 0.135, 0.152, 0.102, 0.120, 0.098, 0.099, 0.125, 0.085, 0.085, 0.139, 0.084, -0.511, -0.017, -0.216, -0.057, 0.003, 0.123, 0.108, 0.070, 0.091, 0.051, 0.105, 0.063, 0.073